{
  "formula": "CHCl4PS",
  "method": "ωB97M-V/def2-TZVPD",
  "elements": ["Cl", "C", "P", "Cl", "Cl", "S", "Cl", "H"],
  "coordinates": [[2.3067, 1.4802, -0.2505], [1.3032, 0.1606, 0.2694], [-0.3643, 0.1367, 0.4907], [-0.5145, -1.5969, 1.3795], [-1.0773, 1.7366, 1.4724], [-2.1583, -0.0927, -0.8682], [-1.2001, -1.0475, -2.4829], [1.7046, -0.7770, -0.0105]],
  "forces_ev_per_angstrom": [[-0.43, 0.07, 0.07], [-0.80, 1.37, -0.09], [0.66, 0.32, -1.38], [-0.51, -1.02, 0.92], [0.15, -0.36, -0.03], [1.18, -0.04, -0.63], [-0.50, 0.56, 1.19], [0.24, -0.90, -0.05]],
  "e_above_lowest_kcal_mol": 30.24,
  "multiplicity": 1
}

=====

{
  "formula": "C52H41IN2O2PTl",
  "method": "ωB97M-V/def2-TZVPD",
  "elements": ["Tl", "O", "C", "C", "C", "C", "C", "C", "C", "N", "C", "C", "N", "C", "C", "C", "C", "C", "C", "C", "O", "H", "H", "H", "H", "H", "H", "H", "H", "H", "H", "H", "H", "H", "H", "I", "C", "C", "C", "C", "C", "C", "C", "C", "C", "P", "C", "C", "C", "C", "C", "C", "C", "C", "C", "C", "C", "C", "C", "H", "H", "H", "H", "H", "H", "H", "H", "H", "H", "H", "H", "H", "H", "H", "H", "C", "C", "C", "C", "C", "C", "C", "C", "C", "C", "C", "C", "C", "C", "H", "H", "H", "H", "H", "H", "H", "H", "H", "H", "H"],
  "coordinates": [[11.1669, 11.7869, 15.9097], [14.0190, 10.6568, 14.5018], [14.3986, 9.4656, 14.2458], [15.7697, 9.0473, 14.4729], [16.1692, 7.7568, 14.2217], [15.3585, 6.8156, 13.5872], [14.0863, 7.2366, 13.2287], [13.5729, 8.4888, 13.6319], [12.2102, 8.6709, 13.1105], [11.3562, 9.5479, 13.3235], [10.0972, 9.4401, 12.6012], [8.9720, 9.3368, 13.5319], [8.4018, 10.6660, 13.7827], [7.8329, 10.9731, 14.9131], [7.5884, 10.1668, 16.0869], [6.2865, 10.1032, 16.6194], [5.9768, 9.5351, 17.8461], [7.0163, 8.9927, 18.5888], [8.3304, 8.9680, 18.1170], [8.7265, 9.6320, 16.8997], [9.9284, 9.7665, 16.5179], [16.4958, 9.7544, 14.8644], [17.1553, 7.4842, 14.5380], [15.7260, 5.7461, 13.4454], [13.3667, 6.5457, 12.7340], [11.9085, 7.8948, 12.4374], [10.1990, 8.5366, 11.9635], [9.9749, 10.3236, 11.9819], [9.2724, 8.8269, 14.4393], [8.1887, 8.6905, 13.0951], [7.4519, 11.9850, 14.8561], [5.5043, 10.4484, 15.9846], [4.9547, 9.4580, 18.1919], [6.8723, 8.5456, 19.5227], [9.1311, 8.6936, 18.8102], [13.5708, 11.6422, 12.1940], [13.2673, 11.9351, 10.1524], [13.8348, 11.0318, 9.3042], [14.2049, 11.3149, 7.9827], [14.2228, 12.6543, 7.6146], [13.5129, 13.6195, 8.3972], [13.4731, 15.0095, 8.0911], [12.8155, 15.9245, 8.8679], [12.0108, 15.4772, 9.9681], [12.0496, 14.1739, 10.2806], [10.7832, 13.4593, 11.4628], [9.2638, 13.5603, 10.4191], [9.0571, 14.2856, 9.2597], [7.8001, 14.4871, 8.7608], [6.6887, 13.9068, 9.3362], [6.8436, 13.2092, 10.5030], [8.1489, 12.9845, 11.0017], [10.5104, 14.8238, 12.6535], [11.2523, 14.7475, 13.8568], [11.0289, 15.7373, 14.8514], [10.0047, 16.6886, 14.7002], [9.3074, 16.7656, 13.5132], [9.5350, 15.8386, 12.5382], [12.9443, 13.2398, 9.6474], [14.0098, 10.0298, 9.7696], [14.7939, 10.5997, 7.3704], [14.7464, 13.0157, 6.7121], [13.9498, 15.4034, 7.1632], [12.8251, 16.9556, 8.5719], [11.3489, 16.1396, 10.5135], [9.9005, 14.8091, 8.7931], [7.7312, 15.1213, 7.8982], [5.6585, 14.0620, 9.0044], [6.0409, 12.7195, 11.0040], [8.2154, 12.4369, 11.9485], [11.9493, 13.9863, 14.0608], [11.5378, 15.6038, 15.8033], [9.8293, 17.4103, 15.5005], [8.4779, 17.4629, 13.3782], [8.9449, 15.8332, 11.6300], [6.9035, 17.7094, 17.7095], [8.1092, 17.2160, 18.2171], [8.7431, 16.1091, 17.7311], [8.1428, 15.3921, 16.7169], [6.9019, 15.8271, 16.2295], [6.3309, 16.9508, 16.6838], [8.8298, 14.1557, 16.3512], [9.3514, 13.2264, 17.1637], [9.0708, 13.2960, 18.6101], [7.7367, 13.5638, 19.0405], [7.3815, 13.5584, 20.3614], [8.3818, 13.3593, 21.3228], [9.6867, 13.1384, 20.9319], [9.9944, 13.0191, 19.5671], [6.3888, 18.5712, 18.1918], [8.5974, 17.8320, 18.9579], [9.6689, 15.7702, 18.1520], [6.4580, 15.1707, 15.4768], [5.3597, 17.2346, 16.3067], [8.8311, 13.9502, 15.2642], [6.9349, 13.6607, 18.3208], [6.3448, 13.6338, 20.7150], [8.0905, 13.3589, 22.3970], [10.4306, 12.9984, 21.6674], [11.0070, 12.7574, 19.2983]],
  "forces_ev_per_angstrom": [[-0.20, -0.23, -0.01], [0.14, -0.14, 0.25], [0.94, 0.51, 0.20], [-0.76, -0.18, 0.01], [0.06, 0.25, 0.04], [0.09, -1.39, -0.21], [-0.29, -0.53, 0.68], [-0.28, -0.98, -1.32], [0.68, -0.13, 0.56], [-0.91, 1.75, 0.69], [2.05, -0.69, -0.69], [-1.94, -0.07, 1.06], [-0.41, 0.20, 1.31], [0.85, -0.44, -2.90], [0.51, -0.95, 2.58], [1.13, -0.26, -0.31], [0.05, -0.28, -0.11], [1.29, 0.20, -1.53], [0.02, 1.10, 0.04], [-1.87, 0.29, -0.66], [0.31, -0.10, 0.18], [-0.31, 0.07, 0.11], [0.60, -0.23, -0.02], [-0.60, 1.59, 0.00], [0.74, 0.47, 0.29], [-0.01, -1.04, -0.78], [-0.47, 0.22, -0.13], [0.01, 0.14, -0.25], [0.20, -0.01, 0.35], [-0.01, 0.39, -0.03], [-0.31, 0.26, 0.52], [-0.68, 0.52, -0.30], [-0.06, 0.12, -0.01], [-0.54, -0.53, 1.41], [-0.17, -0.23, -0.37], [-0.08, -0.23, 0.20], [0.18, 1.46, -0.34], [-0.37, -1.99, 0.73], [1.45, 1.17, -0.51], [-0.52, 0.01, -0.38], [0.54, -0.07, 0.51], [0.17, 0.72, -1.00], [-0.41, -0.63, 0.29], [0.81, 0.92, -1.14], [-0.30, -1.58, 1.40], [0.26, -0.33, -0.38], [0.06, 0.11, 0.61], [1.19, 0.72, -0.06], [-0.18, 0.09, -0.90], [-1.16, 0.45, 0.33], [1.97, -0.98, 0.19], [-1.34, 0.02, 0.81], [0.05, 0.23, 0.91], [-1.46, 2.44, -0.12], [-0.65, -0.87, -0.63], [1.52, 0.30, 0.48], [-0.83, 0.25, 0.39], [0.69, -1.34, -1.19], [-0.44, -0.12, -0.73], [0.14, 0.81, -0.73], [-0.75, 0.33, 0.52], [-0.40, -0.36, 0.42], [-0.21, -0.58, 0.74], [-0.01, 0.39, 0.00], [0.07, 0.13, -0.13], [-0.34, -0.30, 0.10], [-0.32, 0.15, -0.41], [0.45, 0.14, -0.36], [-0.62, -0.07, 0.26], [0.27, -0.03, -0.27], [0.79, -0.90, -0.07], [-0.03, 0.28, -0.13], [-0.08, -0.29, -0.22], [0.34, 0.00, 0.14], [-0.13, 0.17, -0.02], [0.07, -0.49, 0.31], [-0.27, 1.99, 0.49], [-0.42, 0.40, -0.08], [0.01, -0.42, 0.68], [1.65, -2.29, -1.14], [-1.54, 1.93, 0.91], [-0.37, -0.84, -1.37], [-0.13, -0.22, 0.35], [-1.52, 0.33, -1.39], [-0.23, -0.55, -0.16], [0.21, -0.33, 0.80], [-0.49, 0.23, 1.06], [-0.91, -0.18, -0.92], [1.05, 0.26, 1.62], [0.52, -0.68, -0.67], [0.12, -0.11, 0.42], [0.32, -0.04, 0.06], [-0.18, 0.44, 0.08], [-0.19, 0.12, -0.15], [0.18, 0.19, 0.24], [0.22, 0.10, -0.27], [0.37, 0.15, -0.43], [0.40, 0.03, -0.80], [0.82, -0.23, 0.67], [0.14, -0.02, -0.21]],
  "e_above_lowest_kcal_mol": 33.48,
  "total_charge": -2,
  "multiplicity": 1
}

=====

{
  "formula": "C15H23ClOOs",
  "method": "ωB97M-V/def2-TZVPD",
  "elements": ["C", "C", "C", "C", "Cl", "H", "H", "H", "H", "H", "H", "H", "H", "H", "C", "C", "C", "H", "C", "C", "H", "H", "H", "H", "C", "C", "C", "H", "C", "C", "H", "H", "H", "H", "Os", "C", "O", "H", "H", "H", "H"],
  "coordinates": [[0.2896, 0.8690, -7.3516], [1.6278, 1.3211, -6.9356], [0.0328, -0.5738, -7.3881], [-0.8339, 1.7641, -7.0297], [0.1814, 0.9051, -2.5354], [-0.0139, -1.0121, -8.3852], [-0.8964, -0.7783, -6.8569], [0.7971, -1.0796, -6.7980], [2.2496, 1.6733, -7.7577], [2.1353, 0.5246, -6.3946], [1.5297, 2.1028, -6.1827], [-1.2440, 2.2912, -7.8904], [-0.5177, 2.4797, -6.2698], [-1.6186, 1.2010, -6.5266], [1.0957, -1.1717, 0.7110], [0.8044, -2.2721, -0.1538], [1.5088, -2.0663, -1.3710], [0.0922, -3.0528, 0.0658], [2.2083, -0.8519, -1.2662], [1.9044, -0.2286, -0.0179], [2.1934, 0.7243, 0.3533], [0.7619, -1.0274, 1.7010], [1.5069, -2.7366, -2.2185], [2.8684, -0.4284, -2.0031], [-1.5412, 0.9560, 0.1417], [-1.4005, -0.3168, 0.7654], [-1.9463, -1.2924, -0.1184], [-0.9876, -0.4716, 1.7610], [-2.6454, -0.5925, -1.1622], [-2.4281, 0.7802, -0.9954], [-2.7752, 1.5856, -1.6538], [-1.1585, 1.8752, 0.5888], [-1.9391, -2.3636, 0.0933], [-3.1626, -1.0719, -1.9942], [-0.0244, -0.4943, -0.8255], [0.0603, 0.4125, 4.2105], [0.5963, 0.8932, 2.9625], [-0.9506, 0.8277, 4.3567], [0.7104, 0.6859, 5.0595], [-0.0195, -0.6850, 4.1442], [1.0951, 1.7129, 3.1339]],
  "forces_ev_per_angstrom": [[-1.03, -5.59, -2.31], [1.82, 2.33, 2.20], [0.21, 0.85, -0.82], [-0.96, 2.82, 2.08], [-0.15, 1.44, -2.28], [0.01, -0.06, -0.04], [-0.32, -0.36, 0.20], [0.14, -0.47, 0.19], [-0.40, 0.35, -0.66], [-0.36, -0.53, 0.01], [0.57, 0.48, -0.16], [0.55, 0.19, -0.63], [-0.41, 0.64, -0.20], [0.17, -0.61, 0.06], [1.68, -0.85, 0.90], [0.47, -1.10, 0.92], [-0.03, -0.53, 0.11], [0.52, -0.34, 0.02], [0.30, 0.66, 0.36], [0.53, -1.04, 0.77], [0.51, 0.38, 0.16], [0.20, -0.05, 0.78], [-0.11, 0.13, 0.00], [-0.27, 0.14, -0.27], [-0.55, 0.21, -0.13], [-0.23, 0.10, 0.99], [-0.68, -0.61, 0.22], [-0.56, 0.14, -0.42], [0.52, -0.04, -0.17], [0.02, 0.78, 0.37], [0.26, -0.54, 0.33], [-0.32, -0.28, -0.32], [-0.46, 0.49, -0.20], [0.12, 0.20, 0.33], [-1.74, 0.63, -2.39], [-0.18, 0.11, 0.10], [0.39, 0.41, 0.13], [0.38, -0.14, 0.12], [-0.34, -0.22, -0.37], [0.12, 0.40, 0.09], [-0.40, -0.55, -0.06]],
  "e_above_lowest_kcal_mol": 43.99,
  "total_charge": 2,
  "multiplicity": 5
}

=====

| no. | total energy (a.u.) |
| --- | --- |
| 1 | -2618.9951 |
| 2 | -3077.5729 |
| 3 | -1210.5549 |